No. 1
A gas-phase ion, C5H6N (charge +1) in a non-equilibrium geometry, computed with ωB97M-V with the def2-TZVPD basis set.

Last column: Löwdin charge in e.
Element x y z (Å)
C  1.175  -0.721  -0.541  0.007
C  -0.986  0.290  -0.569  -0.006
C  -0.193  -0.834  -0.063  -0.114
C  0.238  1.228  -0.081  -0.002
C  0.718  0.048  0.843  0.047
N  1.494  0.583  -0.427  0.173
H  1.970  -1.315  -0.575  0.134
H  -1.223  0.251  -1.649  0.146
H  -1.835  0.511  0.056  0.134
H  -0.428  -1.789  0.331  0.160
H  0.117  2.236  0.114  0.138
H  1.280  -0.290  1.712  0.183

Output
Net charge = +1
E_LUMO = -4.48 eV
HOMO = -16.72 eV

---

No. 2
A molecular structure, C34H42Cl5N6O4RbSSi, computed with ωB97M-V with the def2-TZVPD basis set.

Last column: Löwdin charge in e.
Element x y z (Å)
Rb  0.864  -0.736  0.449  0.577
C  -0.742  1.588  -4.461  -0.040
N  -0.653  2.686  -3.513  -0.139
C  -0.280  3.978  -4.061  -0.072
C  -0.432  2.374  -2.204  -0.429
O  -0.546  1.240  -1.777  0.034
C  -0.062  3.541  -1.296  -0.132
O  0.176  3.150  0.026  -0.104
C  -0.990  2.848  0.745  -0.129
C  -0.621  2.747  2.218  -0.437
O  0.538  2.716  2.578  0.063
N  -1.674  2.694  3.087  -0.146
C  -1.396  2.426  4.487  -0.039
C  -3.048  2.557  2.636  -0.053
H  0.244  1.340  -4.864  0.090
H  -1.406  1.874  -5.279  0.082
H  -1.145  0.713  -3.958  0.087
H  -0.730  4.069  -5.050  0.082
H  0.805  4.087  -4.151  0.053
H  -0.669  4.792  -3.449  0.078
H  -0.846  4.314  -1.337  0.130
H  0.869  3.961  -1.678  0.095
H  -1.433  1.899  0.413  0.133
H  -1.744  3.634  0.597  0.127
H  -0.340  2.601  4.669  0.086
H  -1.625  1.389  4.742  0.081
H  -1.993  3.091  5.116  0.083
H  -3.222  1.633  2.082  0.068
H  -3.354  3.403  2.017  0.084
H  -3.692  2.541  3.514  0.090
C  -1.990  -0.874  2.817  -0.170
Si  -3.083  -1.869  1.650  0.326
C  -4.673  -0.846  1.412  -0.191
C  -3.621  -3.365  2.686  -0.183
N  -2.255  -2.131  0.216  -0.054
C  -2.617  -2.881  -0.830  -0.333
C  -3.781  -3.700  -0.910  -0.059
C  -4.124  -4.435  -2.032  -0.149
C  -3.337  -4.403  -3.176  -0.150
C  -2.189  -3.610  -3.155  -0.059
C  -1.834  -2.904  -2.026  -0.207
O  -0.737  -2.050  -2.032  -0.027
C  0.409  -2.381  -2.692  -0.293
C  0.887  -3.682  -2.818  -0.020
C  2.085  -3.901  -3.482  -0.096
C  2.813  -2.845  -4.016  -0.117
C  2.345  -1.548  -3.855  -0.099
C  1.150  -1.316  -3.194  -0.029
H  -2.569  -0.489  3.663  0.026
H  -1.520  -0.022  2.315  0.001
H  -1.186  -1.496  3.218  0.009
H  -5.097  -0.524  2.369  0.012
H  -5.435  -1.427  0.884  0.011
H  -4.467  0.041  0.805  0.009
H  -4.092  -3.029  3.616  0.018
H  -2.747  -3.964  2.951  -0.010
H  -4.329  -4.015  2.167  0.006
H  -4.426  -3.736  -0.039  0.070
H  -5.025  -5.041  -2.012  0.082
H  -3.599  -4.969  -4.061  0.073
H  -1.556  -3.544  -4.033  0.111
H  0.323  -4.503  -2.397  0.122
H  2.460  -4.914  -3.567  0.095
H  3.754  -3.029  -4.518  0.090
H  2.920  -0.701  -4.211  0.084
H  0.779  -0.312  -3.039  0.084
Cl  0.132  -4.214  2.741  0.625
C  0.972  -3.048  3.770  -0.732
C  1.565  -1.961  3.162  -0.243
C  2.192  -1.097  4.032  -0.716
Cl  3.001  0.326  3.346  0.586
C  2.233  -1.252  5.415  -0.714
Cl  3.025  -0.100  6.452  0.603
C  1.612  -2.365  5.976  -0.719
Cl  1.635  -2.608  7.693  0.607
C  0.974  -3.282  5.143  -0.713
Cl  0.202  -4.676  5.842  0.608
C  3.406  4.605  -1.110  -0.113
N  4.323  3.494  -1.166  -0.178
C  4.795  2.966  0.107  -0.160
C  5.421  1.650  -0.341  -0.200
N  4.699  1.313  -1.569  -0.070
C  4.088  2.388  -1.995  -0.875
S  3.138  2.488  -3.416  0.503
H  2.543  4.388  -0.466  0.077
H  3.058  4.822  -2.118  0.035
H  3.920  5.485  -0.713  0.078
H  3.950  2.805  0.794  0.120
H  5.504  3.647  0.584  0.110
H  5.318  0.856  0.401  0.098
H  6.490  1.778  -0.554  0.102
H  4.122  -0.066  -1.420  0.017
N  3.761  -1.041  -1.029  0.018
C  3.436  -2.040  -0.534  -0.141

Output
Net charge = -2
E_LUMO = 3.51 eV
HOMO = -1.63 eV

---

No. 3
A molecular structure, C24H21FeIN4O4S2 in a non-equilibrium geometry, computed with ωB97M-V with the def2-TZVPD basis set.

Last column: Löwdin charge in e.
Element x y z (Å)
Fe  13.565  10.470  10.602  0.750
C  13.120  10.418  6.055  -0.025
C  14.510  10.563  6.539  -0.282
N  15.480  10.418  5.687  0.109
C  16.787  10.409  6.041  -0.100
C  17.188  10.718  7.314  -0.151
C  18.631  10.569  7.760  -0.210
O  19.098  11.642  8.584  -0.080
C  16.171  10.868  8.304  -0.088
C  16.502  10.849  9.656  -0.023
N  15.683  10.528  10.703  -0.005
C  16.455  10.167  11.831  -0.330
C  17.625  9.349  11.684  -0.020
C  18.647  9.348  12.652  -0.082
C  18.477  10.007  13.847  -0.104
C  17.263  10.612  14.149  -0.153
C  16.247  10.614  13.183  -0.654
I  14.305  11.051  13.727  1.041
C  14.783  10.890  7.918  -0.239
O  13.796  11.207  8.725  -0.140
H  13.110  10.694  4.980  0.091
H  12.454  11.043  6.661  0.076
H  12.808  9.368  6.183  0.095
H  17.467  10.168  5.216  0.114
H  19.175  10.367  6.827  0.120
H  18.694  9.629  8.344  0.122
H  19.902  12.034  8.132  0.124
H  17.483  11.219  9.999  0.135
H  17.816  8.814  10.757  0.109
H  19.615  8.915  12.359  0.114
H  19.260  10.071  14.602  0.108
H  17.047  11.116  15.080  0.091
O  8.473  10.395  11.044  -0.046
C  8.576  9.069  10.956  -0.280
C  7.425  8.268  10.941  -0.008
C  7.655  6.876  10.989  -0.080
C  8.940  6.320  10.918  -0.119
C  10.088  7.097  10.821  -0.034
C  9.919  8.474  10.881  -0.076
C  11.091  9.360  10.941  -0.346
O  12.307  8.892  10.827  -0.120
N  10.853  10.685  11.124  0.001
N  11.933  11.500  11.139  -0.189
C  11.814  12.878  11.068  -0.884
S  13.139  13.923  11.001  0.915
C  12.373  15.439  10.425  -0.502
C  10.873  15.286  10.142  -0.479
S  10.266  13.645  10.704  0.944
H  9.555  10.836  11.031  0.052
H  6.445  8.688  11.028  0.102
H  6.862  6.116  11.014  0.102
H  9.045  5.245  10.926  0.090
H  11.027  6.561  10.765  0.115
H  12.930  15.738  9.483  0.098
H  12.550  16.216  11.178  0.075
H  10.623  15.331  9.040  0.093
H  10.315  16.062  10.642  0.064

Output
Net charge = 0
2S+1 = 5
E_LUMO (alpha / beta) = -0.82 / -0.88 eV
⟨S²⟩ = 6.0115
HOMO (alpha / beta) = -7.42 / -7.39 eV